DFT (ωB97M-V/def2-TZVPD) results for C44H42BGeN7O2SSn as an isolated structure.

```
! RIJCOSX wB97M-V def2-TZVPD def2/J DEFGRID3
* xyz -2 1
Sn -0.176 0.509 0.399
C 2.641 -4.590 -0.830
N 1.979 -3.859 -1.880
C 2.295 -3.892 -3.221
C 1.426 -3.089 -3.855
N 0.575 -2.550 -2.898
C 0.908 -3.034 -1.646
S 0.253 -2.775 -0.153
C -0.499 -1.675 -3.242
C -1.090 -1.795 -4.500
C -2.095 -0.898 -4.814
C -2.479 0.051 -3.877
C -1.846 0.057 -2.643
N -0.866 -0.792 -2.345
H 3.509 -5.089 -1.259
H 1.962 -5.318 -0.384
H 2.953 -3.903 -0.043
H 3.131 -4.450 -3.601
H 1.395 -2.784 -4.883
H -0.812 -2.578 -5.191
H -2.581 -0.955 -5.781
H -3.261 0.769 -4.084
H -2.141 0.725 -1.833
N 1.348 3.695 -2.097
C 0.228 4.377 -1.483
C -0.388 3.535 -0.632
N 0.262 2.341 -0.541
C 1.374 2.427 -1.411
C 2.129 1.334 -1.556
N 1.833 0.186 -0.784
C 2.811 -0.703 -1.100
C 3.681 -0.238 -2.023
N 3.199 1.042 -2.454
H 2.215 4.208 -2.005
H -0.049 5.374 -1.782
H -1.303 3.691 -0.082
H 2.860 -1.666 -0.613
H 4.543 -0.706 -2.467
H 3.878 1.768 -2.602
C -2.182 0.727 0.693
Ge -2.878 -0.697 1.687
C -3.104 -2.486 0.796
C -3.429 -2.500 -0.561
C -3.541 -3.686 -1.269
C -3.326 -4.902 -0.629
C -3.014 -4.913 0.722
C -2.909 -3.714 1.422
C -2.107 -1.237 3.467
C -0.793 -1.716 3.510
C -0.132 -1.947 4.708
C -0.779 -1.705 5.915
C -2.087 -1.242 5.900
C -2.737 -1.013 4.691
C -4.785 -0.286 2.136
C -5.672 -1.227 2.661
C -6.998 -0.906 2.928
C -7.466 0.377 2.669
C -6.599 1.326 2.141
C -5.275 0.993 1.878
H -3.567 -1.550 -1.064
H -3.782 -3.666 -2.328
H -3.397 -5.833 -1.183
H -2.839 -5.856 1.230
H -2.644 -3.740 2.475
H -0.262 -1.908 2.582
H 0.894 -2.298 4.700
H -0.264 -1.868 6.855
H -2.602 -1.045 6.836
H -3.753 -0.631 4.705
H -5.322 -2.236 2.857
H -7.669 -1.656 3.333
H -8.500 0.633 2.873
H -6.959 2.328 1.930
H -4.593 1.720 1.449
C 4.469 -2.092 7.071
C 4.868 -0.635 6.800
C 5.006 0.074 8.147
C 6.236 -0.611 6.104
C 3.825 0.025 5.896
C 3.114 1.159 6.276
C 2.155 1.755 5.446
C 1.927 1.174 4.224
O 1.056 1.527 3.246
B 1.198 0.572 2.208
O 2.217 -0.337 2.595
C 2.632 0.044 3.829
C 3.576 -0.543 4.634
H 5.208 -2.577 7.715
H 4.397 -2.665 6.146
H 3.496 -2.137 7.563
H 5.749 -0.445 8.757
H 4.063 0.079 8.694
H 5.335 1.108 8.023
H 6.995 -1.083 6.735
H 6.544 0.416 5.900
H 6.206 -1.142 5.153
H 3.290 1.606 7.244
H 1.603 2.631 5.758
H 4.100 -1.424 4.288
*
```

## Properties
M in g mol⁻¹: 935.1
Gap between HOMO and LUMO in eV: 2.66
Maximum force in eV Å⁻¹: 0.571